(1)
{"formula": "C4H11NO", "method": "ωB97M-V/def2-TZVPD", "homo_ev": -8.37, "e_above_lowest_kcal_mol": 50.53, "e_tot_ev": -7862.362, "largest_force_ha_per_bohr": 0.1012, "smiles": "C=C(N)CC.O", "symbols": ["C", "C", "C", "C", "N", "H", "H", "H", "H", "H", "H", "H", "H", "H", "H", "H", "O"], "coordinates": [[-1.0374, -2.1978, -0.4973], [-1.1670, -0.6514, -0.5570], [0.0728, 0.1978, -0.4958], [1.1938, -0.2633, 0.1422], [0.0787, 1.5682, -0.9648], [-0.6326, -2.7468, -1.3215], [-0.5094, -2.4472, 0.3593], [-2.0346, -2.6739, -0.5218], [-1.7955, -0.4194, -1.3300], [-1.8934, -0.2055, 0.1477], [1.4270, -1.1049, 0.6797], [1.9235, 0.5902, 0.2090], [-0.7233, 1.9308, -1.3474], [0.8972, 1.9255, -1.2839], [1.4794, 1.9633, 1.5386], [1.2261, 1.9628, 2.9801], [1.4947, 2.5716, 2.2630]], "atomic_forces_ev_per_a": [[-1.9, 1.0, -0.6], [0.0, -0.1, 1.0], [1.6, -0.2, 0.8], [-0.6, 4.8, -1.9], [-1.3, -4.0, 2.5], [1.1, 0.6, -0.9], [0.8, -0.9, 1.7], [0.1, 0.5, 0.8], [-0.9, 0.6, -3.2], [0.6, -0.8, 1.0], [0.0, -2.1, 0.7], [-0.1, -1.3, 0.1], [-2.0, 0.7, -1.1], [2.7, 1.0, -1.0], [-0.1, -0.4, -1.1], [0.2, 0.7, -0.2], [-0.3, -0.3, 1.4]]}

---

(2)
{"formula": "C4H11NO", "method": "ωB97M-V/def2-TZVPD", "homo_ev": -8.11, "e_above_lowest_kcal_mol": 54.57, "e_tot_ev": -7862.187, "largest_force_ha_per_bohr": 0.0728, "smiles": "C=C(N)CC.O", "symbols": ["C", "C", "C", "C", "N", "H", "H", "H", "H", "H", "H", "H", "H", "H", "H", "H", "O"], "coordinates": [[0.3588, 0.5849, 1.0958], [-0.7701, -0.4519, 0.8761], [-0.2161, -1.6510, 0.0923], [1.0936, -2.1246, 0.2538], [-1.0155, -1.9803, -0.9977], [1.0694, 0.2331, 1.7806], [0.7414, 0.7360, 0.1104], [0.1211, 1.5197, 1.4789], [-1.3087, -0.7472, 1.7306], [-1.4031, 0.1172, 0.2745], [1.8626, -1.5884, 0.7210], [1.4887, -2.9989, -0.1852], [-0.5316, -2.3131, -1.8199], [-2.0048, -2.2979, -1.0734], [-0.0287, 3.6207, -1.4803], [0.4351, 4.8961, -1.8565], [0.1081, 4.4454, -1.0008]], "atomic_forces_ev_per_a": [[-0.6, -1.7, -0.4], [2.3, 0.3, -0.4], [2.1, 0.2, 0.4], [-3.6, 0.9, -0.7], [-0.8, -1.2, -1.5], [1.5, -0.7, 0.6], [0.9, 0.2, -0.5], [-1.3, 1.7, 0.7], [-0.4, -0.4, 1.3], [-1.6, 0.3, -1.3], [0.4, 0.9, 1.2], [-0.2, -0.9, -1.0], [0.2, -0.2, 0.4], [1.2, 0.7, 1.1], [-0.4, -0.8, 0.8], [-0.5, 0.0, 2.3], [0.9, 0.8, -3.1]]}

---

(3)
{"formula": "C4H11NO", "method": "ωB97M-V/def2-TZVPD", "homo_ev": -8.33, "e_above_lowest_kcal_mol": 63.33, "e_tot_ev": -7861.807, "largest_force_ha_per_bohr": 0.0769, "smiles": "C=CN.CCO", "symbols": ["C", "C", "N", "H", "H", "H", "H", "H", "H", "C", "O", "C", "H", "H", "H", "H", "H"], "coordinates": [[0.6863, -1.6455, -0.7008], [1.5442, -2.6547, -1.1394], [-0.6735, -1.4778, -1.0823], [1.2995, -0.8305, -0.1392], [2.5350, -2.6311, -0.5293], [1.4125, -3.4247, -1.8735], [-0.7563, -1.8594, -2.0117], [-1.0115, -0.5531, -1.2203], [-0.7198, -0.2578, 2.1087], [-0.2645, 1.2250, 1.0351], [-1.1511, 0.1637, 1.3695], [-0.8916, 2.6289, 0.6295], [0.3885, 0.9491, 0.1815], [0.4310, 1.3719, 1.8973], [-0.0583, 3.1370, 0.0259], [-1.0852, 3.2794, 1.5434], [-1.6852, 2.5796, -0.0942]], "atomic_forces_ev_per_a": [[2.6, -0.5, -1.0], [0.4, 2.6, 2.9], [1.3, -0.8, -0.5], [-2.0, -1.5, -0.5], [-1.7, -0.2, -1.6], [-0.5, -0.3, 0.0], [-0.2, -0.7, -0.1], [0.1, 1.1, 0.8], [-0.2, -0.5, 0.2], [0.6, 1.3, -0.3], [0.0, 0.9, -0.3], [2.3, 0.1, 0.8], [-0.4, -0.1, 0.3], [-0.4, 0.2, -0.6], [-1.0, -0.5, 1.0], [-0.2, -0.9, -1.3], [-0.7, -0.2, 0.2]]}

---

(4)
{"formula": "C4H11NO", "method": "ωB97M-V/def2-TZVPD", "homo_ev": -9.21, "e_above_lowest_kcal_mol": 68.21, "e_tot_ev": -7861.596, "largest_force_ha_per_bohr": 0.0783, "smiles": "C=CO.CCN", "symbols": ["C", "C", "N", "H", "H", "H", "H", "H", "H", "H", "C", "C", "O", "H", "H", "H", "H"], "coordinates": [[-1.2013, -2.3628, -0.0780], [-2.2406, -1.3383, -0.4070], [-1.7904, -0.0202, 0.1260], [-1.0490, -2.5431, 0.9946], [-0.2171, -2.0924, -0.4495], [-1.4103, -3.3669, -0.4659], [-3.2895, -1.6136, -0.2878], [-2.2644, -1.1740, -1.4946], [-0.8050, -0.2458, 0.2631], [-2.1896, 0.2756, 1.0012], [2.2303, 0.2473, -0.3552], [2.1402, 1.4307, 0.3147], [1.2091, 2.4247, 0.2383], [2.9384, -0.4709, 0.0311], [2.0601, 0.3224, -1.4296], [2.5947, 1.3107, 1.2996], [0.5760, 2.2523, 0.9136]], "atomic_forces_ev_per_a": [[0.1, -1.8, 0.6], [-0.1, 1.2, -1.3], [0.2, -0.7, -0.4], [-0.3, 0.4, 0.0], [0.1, 0.3, -0.3], [-0.1, 0.2, -0.3], [0.1, 0.0, 1.1], [0.4, -0.3, 0.0], [-0.1, 1.0, 0.4], [-0.2, -0.3, 0.3], [0.8, 3.0, -1.2], [-0.8, -3.4, 2.1], [1.2, 0.5, -2.0], [0.1, 0.0, -0.1], [-0.8, -0.9, 0.1], [0.2, 0.8, 0.2], [-0.8, 0.0, 0.8]]}

---

(5)
{"formula": "C4H11NO", "method": "ωB97M-V/def2-TZVPD", "homo_ev": -9.39, "e_above_lowest_kcal_mol": 43.94, "e_tot_ev": -7862.648, "largest_force_ha_per_bohr": 0.0244, "smiles": "C=CCO.CN", "symbols": ["C", "C", "C", "O", "H", "H", "H", "H", "H", "H", "C", "N", "H", "H", "H", "H", "H"], "coordinates": [[-0.5380, 1.5773, 1.1103], [-1.2877, 0.3787, 0.5998], [-1.0936, -0.8677, 1.0301], [-0.2103, 2.4965, 0.0907], [0.3765, 2.0565, -0.5397], [0.3624, 1.2551, 1.6529], [-1.1716, 2.1429, 1.8054], [-2.1061, 0.6163, -0.0692], [-1.7786, -1.6634, 0.7867], [-0.3773, -1.0828, 1.8134], [1.4679, -1.3279, -0.8832], [0.8846, -0.2395, -1.6340], [0.6830, -0.5367, -2.5817], [-0.0260, -0.0013, -1.1975], [0.6924, -2.1168, -0.6607], [1.7870, -0.9660, 0.0894], [2.3355, -1.7212, -1.4129]], "atomic_forces_ev_per_a": [[0.1, -0.1, 0.1], [-0.2, -0.2, 0.7], [-0.5, 0.7, 0.4], [0.1, 0.0, -0.3], [0.0, 0.0, 0.0], [-0.1, 0.0, 0.0], [0.1, -0.2, -0.1], [0.0, -0.1, -0.2], [0.0, -0.2, -0.3], [0.3, 0.0, -0.2], [-0.9, -0.7, 0.5], [-0.9, 0.8, 0.0], [0.0, 0.1, 0.0], [0.8, -0.3, -0.6], [1.0, 0.2, -0.3], [0.2, 0.1, 0.1], [-0.1, -0.2, 0.1]]}

---

(6)
{"formula": "C4H11NO", "method": "ωB97M-V/def2-TZVPD", "multiplicity": 2, "charge": 1, "homo_ev": [-13.97, -13.97], "e_above_lowest_kcal_mol": 37.85, "e_tot_ev": -7854.701, "largest_force_ha_per_bohr": 0.0480, "symbols": ["C", "C", "N", "H", "H", "H", "H", "H", "H", "C", "O", "C", "H", "H", "H", "H", "H"], "coordinates": [[0.7548, 2.3770, -1.0919], [1.0132, 2.6606, -2.4266], [1.4042, 1.3747, -0.4461], [0.1373, 3.0210, -0.4593], [0.3851, 3.3553, -3.0411], [1.9020, 2.1809, -2.8864], [2.0945, 0.8145, -0.8660], [1.1070, 0.9060, 0.4277], [0.0889, -0.8003, 2.4789], [-1.2346, -1.2445, 0.9613], [-0.0607, -0.5559, 1.4999], [-0.9814, -2.7343, 1.0522], [-1.3919, -0.9207, -0.1332], [-2.2207, -1.0535, 1.5324], [-1.9282, -3.1870, 0.7240], [-0.9217, -2.8708, 2.1747], [-0.1479, -3.3230, 0.4995]], "atomic_forces_ev_per_a": [[1.1, -1.0, 1.7], [0.4, 0.2, -0.9], [-1.8, 1.3, 0.1], [-0.3, -0.6, -0.4], [0.7, -0.7, 0.9], [-0.9, 0.3, 0.1], [1.0, -0.6, -1.3], [-0.5, 0.8, 0.1], [-0.6, 0.4, -2.4], [0.0, 0.0, -0.9], [-0.3, 0.2, 1.4], [-0.3, -1.2, 0.7], [0.5, -0.1, 1.7], [1.7, 0.1, -0.7], [0.2, -0.3, 0.2], [0.2, -0.6, -1.2], [-1.1, 1.7, 0.9]]}

---

(7)
{"formula": "C4H11NO", "method": "ωB97M-V/def2-TZVPD", "multiplicity": 2, "charge": 1, "homo_ev": [-13.97, -13.78], "e_above_lowest_kcal_mol": 73.35, "e_tot_ev": -7853.161, "largest_force_ha_per_bohr": 0.0431, "symbols": ["C", "C", "N", "H", "H", "H", "H", "H", "H", "C", "O", "C", "H", "H", "H", "H", "H"], "coordinates": [[1.4999, 1.3170, 0.5306], [2.4360, 1.9637, 1.2661], [0.7520, 0.3132, 1.1360], [1.3984, 1.3495, -0.5499], [3.2835, 2.5163, 0.8961], [2.3037, 1.9075, 2.3419], [1.2200, -0.5866, 1.2833], [0.4454, 0.5728, 2.0857], [-0.8947, -0.1517, 0.4628], [-1.6569, -0.6968, -1.2700], [-1.7561, -0.4728, 0.1352], [-0.9565, -1.9898, -1.6304], [-1.1148, 0.1541, -1.6849], [-2.6591, -0.6778, -1.6975], [-0.9990, -2.0979, -2.7171], [-1.5205, -2.8317, -1.2220], [0.0853, -2.0658, -1.3117]], "atomic_forces_ev_per_a": [[0.1, -0.8, -1.3], [-1.0, 0.5, 1.0], [0.6, 0.6, 2.1], [0.5, -0.1, 0.0], [0.0, 0.1, -0.4], [0.4, 0.0, 0.1], [-0.5, -0.5, -1.2], [0.1, 0.1, -0.2], [-0.4, 0.0, -0.2], [0.8, 0.3, 0.2], [-0.1, -0.2, 0.1], [-0.7, -0.4, -0.3], [0.0, 0.1, -0.4], [-0.1, 0.0, 0.3], [0.2, 0.0, 0.0], [0.2, 0.0, 0.1], [0.0, 0.2, 0.1]]}

---

Question: What is the formula in the second record?
Answer: C4H11NO

---

What did the third record say?
{"formula": "C4H11NO", "method": "ωB97M-V/def2-TZVPD", "homo_ev": -8.33, "e_above_lowest_kcal_mol": 63.33, "e_tot_ev": -7861.807, "largest_force_ha_per_bohr": 0.0769, "smiles": "C=CN.CCO", "symbols": ["C", "C", "N", "H", "H", "H", "H", "H", "H", "C", "O", "C", "H", "H", "H", "H", "H"], "coordinates": [[0.6863, -1.6455, -0.7008], [1.5442, -2.6547, -1.1394], [-0.6735, -1.4778, -1.0823], [1.2995, -0.8305, -0.1392], [2.5350, -2.6311, -0.5293], [1.4125, -3.4247, -1.8735], [-0.7563, -1.8594, -2.0117], [-1.0115, -0.5531, -1.2203], [-0.7198, -0.2578, 2.1087], [-0.2645, 1.2250, 1.0351], [-1.1511, 0.1637, 1.3695], [-0.8916, 2.6289, 0.6295], [0.3885, 0.9491, 0.1815], [0.4310, 1.3719, 1.8973], [-0.0583, 3.1370, 0.0259], [-1.0852, 3.2794, 1.5434], [-1.6852, 2.5796, -0.0942]], "atomic_forces_ev_per_a": [[2.6, -0.5, -1.0], [0.4, 2.6, 2.9], [1.3, -0.8, -0.5], [-2.0, -1.5, -0.5], [-1.7, -0.2, -1.6], [-0.5, -0.3, 0.0], [-0.2, -0.7, -0.1], [0.1, 1.1, 0.8], [-0.2, -0.5, 0.2], [0.6, 1.3, -0.3], [0.0, 0.9, -0.3], [2.3, 0.1, 0.8], [-0.4, -0.1, 0.3], [-0.4, 0.2, -0.6], [-1.0, -0.5, 1.0], [-0.2, -0.9, -1.3], [-0.7, -0.2, 0.2]]}